Here is a 2-piece molecular cluster, C2H7NO2 overall in a non-equilibrium geometry from OMol25. Energies are from ωB97M-V/def2-TZVPD.

Computed properties:
Energy (Eh): -285.54922
ΔE to the lowest compared entry with this formula, charge and spin (kcal per mole): 76.92
HOMO-LUMO gap (eV): 10.3
SMILES string: C=O.NCO
Highest occupied orbital energy (eV): -9.84

The geometry in ORCA input format:
```
! wB97M-V def2-TZVPD RIJCOSX def2/J DEFGRID3
* xyz 0 1
C -3.55 1.48 -1.61
O -4.31 1.15 -2.51
H -3.28 0.96 -0.70
H -3.48 2.61 -1.54
N 1.88 -0.30 1.63
C 1.91 -0.71 0.29
O 1.02 -1.97 0.14
H 1.14 0.37 1.72
H 2.81 -0.05 1.98
H 1.71 0.15 -0.35
H 3.02 -1.12 0.05
H 1.13 -2.56 0.90
*
```